# 1
{"formula": "C15H22EuN2OP", "method": "wB97M-V/def2-TZVPD", "symbols": ["Eu", "C", "H", "H", "H", "N", "C", "C", "H", "C", "H", "H", "C", "H", "C", "H", "H", "H", "H", "H", "H", "H", "C", "H", "H", "C", "H", "H", "H", "C", "N", "H", "P", "C", "C", "C", "O", "C", "C", "H", "C", "H"], "positions_angstrom": [[-1.75372, 0.41681, -1.75013], [-4.43194, 7.19627, -2.85620], [-3.74154, 5.20756, -1.04754], [-3.38869, 4.81068, -5.71312], [-4.51075, 7.93474, -2.05029], [-1.22327, 2.36563, -0.44256], [1.59264, -1.23246, -0.94229], [-2.77552, 3.95183, 0.42479], [-0.41308, 2.72636, -2.35427], [-3.01080, 5.73215, -5.26356], [-2.53496, 6.57204, -1.99536], [-1.76635, -1.22106, 1.66247], [-2.98301, 6.73029, -2.98561], [4.07352, 0.07150, 0.91373], [2.03879, -0.79476, 1.28219], [-2.39326, 7.51397, -3.49383], [1.08851, -1.60493, -1.83115], [3.56352, -0.42986, -1.69148], [-3.77073, 6.51837, -5.35458], [1.97419, -0.76297, 2.37453], [-3.32173, 4.33407, 1.29197], [-3.20268, 0.38166, 1.75291], [-2.95821, 4.47893, -0.85698], [-1.91307, 6.45108, -6.94664], [-1.26607, 7.01104, -5.39095], [-1.88628, 2.88833, 0.60635], [-3.75182, -1.49380, 0.85084], [-4.78304, 7.65727, -3.78678], [-1.00973, 5.32212, -5.91505], [3.15844, -0.34815, 0.51197], [-2.87750, 5.49192, -3.80757], [-1.72364, 2.39984, 1.56777], [-2.67856, -0.53949, 0.78579], [-1.18818, 3.05419, -1.63251], [2.89918, -0.64360, -0.84999], [-2.12877, 4.05751, -1.91028], [-2.18660, 3.35920, -4.17819], [-2.38425, 4.29768, -3.38001], [1.09726, -1.38327, 0.40633], [-5.08639, 6.34901, -2.61484], [-1.71977, 6.15743, -5.91103], [0.21331, -1.93146, 0.72056]], "spin_multiplicity": 8, "charge": -1, "fmax_ha_per_bohr": 0.0475, "e_tot_ev": -49550.62774, "homo_lumo_gap_ha": [0.14589, 0.20648], "lumo_ev": [2.52, 2.51], "homo_energy_ev": [-1.4, -3.1]}



# 2
{"formula": "C3H6F14Li3N7O31S14", "method": "wB97M-V/def2-TZVPD", "symbols": ["S", "C", "H", "O", "O", "S", "O", "O", "N", "O", "F", "N", "S", "S", "S", "Li", "O", "O", "O", "F", "N", "F", "S", "F", "F", "F", "O", "O", "H", "O", "N", "F", "Li", "H", "O", "F", "O", "Li", "O", "O", "F", "S", "O", "O", "S", "S", "O", "N", "F", "O", "F", "O", "C", "O", "S", "O", "O", "O", "H", "O", "N", "N", "S", "F", "F", "O", "O", "S", "S", "H", "H", "O", "O", "S", "F", "C", "O", "O"], "positions_angstrom": [[2.86106, -1.15799, 1.68992], [2.33752, -2.05128, -2.01944], [1.72227, -2.59305, -1.30094], [-2.17921, 4.15333, 4.75960], [0.99151, 0.60889, 3.60056], [-3.08260, 4.35470, -3.28603], [-3.23173, 3.91542, -4.69954], [3.29112, -2.99087, -2.61757], [-2.13802, 1.78342, 3.99241], [3.54004, 1.23611, -1.82093], [-2.19859, -1.73259, 2.53278], [3.06749, -1.05606, 3.23412], [5.99877, 0.43315, -3.27931], [-1.31149, -0.01391, 0.16680], [-3.45616, 2.17164, 2.99832], [-2.68995, 1.40029, -2.21607], [-1.01127, -2.57729, 6.80972], [4.92529, -2.70295, -1.01496], [-0.98936, 3.67259, 2.65480], [2.79324, -2.75673, 1.54404], [-5.18463, -1.98099, -3.83794], [0.05262, 2.93957, -1.41722], [-0.39568, -1.81082, 5.76783], [-6.08242, -0.01135, -3.36786], [4.94577, 2.04916, -0.18587], [-5.58067, 3.00263, -0.77286], [-6.21213, -1.37658, -1.45509], [1.54619, -0.93452, 1.11241], [5.76436, -5.67715, -1.03888], [-0.99795, 0.36857, 1.53426], [-1.44824, 1.33069, -0.77497], [-1.51012, 4.23685, -3.02173], [-2.71391, 2.87400, -0.42938], [6.38848, -5.73764, -2.62038], [-0.86720, -3.41819, 3.43681], [-0.19418, 2.94031, 4.65245], [6.10994, 1.56803, -4.16459], [-0.86918, 0.41562, 3.57112], [-5.05805, -4.07972, -2.38940], [-2.95656, -2.78531, -2.79543], [-3.87626, 0.60807, 2.74903], [0.16087, 1.42688, -0.82901], [5.15298, 2.99750, -2.33193], [-3.30927, 2.66451, 1.59238], [-4.33612, -3.04995, -3.16136], [-5.08452, 3.73691, -2.11061], [-4.66219, 2.62870, 3.69199], [6.15935, 0.54919, -1.73370], [7.42509, -0.27610, -3.45589], [-0.73277, -1.19659, -0.37534], [-2.86196, -0.40510, 0.13076], [-5.85346, 3.13855, -3.20702], [6.00436, -5.03035, -1.88421], [3.14015, 1.60375, 2.60327], [2.43404, 0.54206, 3.31597], [0.85796, 1.73879, 0.37157], [-3.17718, -2.88928, 4.39204], [0.79432, 0.79604, -1.94895], [1.64696, -1.72170, -2.79470], [0.93558, -2.04152, 5.27916], [-3.58577, 3.24318, -2.03670], [-1.28945, -1.05655, 4.78149], [-1.85121, -2.49397, 3.94666], [2.98065, 0.90195, 4.80331], [-0.22545, -0.45232, 6.68909], [-4.08623, -0.17853, -2.19881], [-5.41637, 5.11645, -1.69178], [-5.25962, -1.01446, -2.46034], [-1.60803, 3.19524, 3.88649], [2.75958, -1.18335, -1.51386], [6.83354, -4.40497, -1.55274], [-3.17134, 5.77696, -2.99427], [4.99555, -0.47323, -3.69515], [4.91169, 1.70393, -1.73511], [-4.13189, -3.98792, -4.51966], [4.36843, -3.27440, -1.95491], [4.05937, -0.82562, 0.90722], [4.92232, -4.42273, -2.48595]], "charge": -4, "fmax_ha_per_bohr": 0.2233, "e_tot_ev": -267457.93881, "homo_lumo_gap_ha": 0.26048, "lumo_ev": 5.92, "homo_energy_ev": -1.2}



- Which formula does entry 1 have?
  C15H22EuN2OP